# 1
Computed, not measured: C61H60N7O2Pt as an isolated structure, with ωB97M-V/def2-TZVPD.

Computed properties:
Max |F| = 0.6 eV Å⁻¹
HOMO-LUMO gap (alpha / beta) = 5.5 / 5.5 eV
Charge = +1
HOMO energy (alpha / beta) = -9.081 / -9.082 eV

```
131
C61H60N7O2Pt, DFT ωB97M-V/def2-TZVPD
Pt -0.09637 -0.00956 0.30735
C -3.25999 -2.15802 -2.52087
C -2.10761 -1.91134 -1.75669
N -2.07179 -1.03596 -0.77844
C -3.20419 -0.35004 -0.47301
C -4.39048 -0.49118 -1.21564
C -4.38824 -1.43368 -2.26424
C -5.53002 0.27472 -0.85937
C -5.46315 1.10177 0.22134
C -4.29542 1.20424 1.01032
C -3.16292 0.48488 0.69945
N -1.97922 0.39966 1.37596
C -1.83365 0.29020 2.72529
C -2.64243 0.74623 3.75287
C -2.38109 0.39337 5.09346
C -1.34964 -0.42907 5.44685
C -0.50194 -0.93485 4.43144
C 0.55110 -1.84280 4.66775
C 1.29149 -2.32304 3.62340
C 1.02617 -1.85544 2.33140
N 0.07800 -0.97415 2.08879
C -0.72421 -0.53236 3.10356
H -3.22996 -2.90058 -3.30617
H -1.19803 -2.45840 -1.95094
H -5.29018 -1.57928 -2.84696
H -6.43722 0.18160 -1.44212
H -6.32642 1.69316 0.49929
H -4.30301 1.88142 1.84994
H -3.49151 1.37570 3.54730
H -3.03697 0.78323 5.86144
H -1.17787 -0.71201 6.47654
H 0.74978 -2.16632 5.68241
H 2.08500 -3.04150 3.77206
H 1.58688 -2.20072 1.47740
C 2.06982 -0.70047 -4.58427
C 1.23481 -0.74966 -3.30214
C 1.20215 -2.17229 -2.73665
C -0.15690 -0.16247 -3.52481
C -0.88459 -0.54345 -4.64168
C -2.14298 -0.01446 -4.88446
C -2.66064 0.94787 -4.04123
C -1.96316 1.40313 -2.91909
C -2.59056 2.58613 -2.17568
C -2.70434 3.77850 -3.14060
C -1.93549 3.10360 -0.89480
C -0.74330 0.77892 -2.65634
N -0.00214 1.02846 -1.45103
C 1.02650 1.80045 -1.53334
C 1.99189 1.69033 -0.45428
N 1.74201 0.76076 0.41389
C 2.71491 0.53793 1.44966
C 3.62803 -0.50574 1.25964
C 4.60327 -0.68154 2.23264
C 4.66076 0.14871 3.34271
C 3.73800 1.16762 3.50251
C 2.73756 1.38854 2.55853
C 1.75795 2.53521 2.75640
C 2.48091 3.88733 2.74107
C 0.97706 2.39649 4.06660
C 3.57120 -1.38688 0.02303
C 4.02235 -2.82279 0.29052
C 4.40363 -0.79267 -1.11948
C 3.12904 2.56584 -0.75471
C 4.34230 2.83629 -0.18065
C 5.22843 3.70808 -0.86080
C 4.92030 4.26823 -2.07500
C 3.68416 3.97706 -2.70810
C 3.24481 4.42908 -3.97916
C 2.03867 4.01692 -4.48943
C 1.18428 3.13132 -3.78874
C 1.57762 2.69758 -2.55070
C 2.81989 3.13091 -2.02024
H 3.10366 -0.97035 -4.36184
H 2.06381 0.29816 -5.02419
H 1.70495 -1.40397 -5.33404
H 1.76345 -0.13918 -2.56897
H 0.58848 -2.82874 -3.35866
H 0.81616 -2.19398 -1.71477
H 2.21397 -2.58484 -2.72097
H -0.46954 -1.26985 -5.32860
H -2.71216 -0.34237 -5.74464
H -3.63343 1.37403 -4.25436
H -3.60945 2.27124 -1.92049
H -1.70945 4.14827 -3.40193
H -3.24377 4.59483 -2.65820
H -3.22583 3.52915 -4.06262
H -1.03383 3.68039 -1.12106
H -1.68579 2.32950 -0.17722
H -2.63733 3.78091 -0.40517
H 5.33135 -1.47462 2.12500
H 5.43068 -0.00264 4.08810
H 3.79266 1.80734 4.37439
H 1.03741 2.52587 1.93601
H 3.11715 3.99479 3.62209
H 1.75081 4.69750 2.76117
H 3.10272 4.01625 1.85546
H 1.65598 2.31907 4.91790
H 0.32989 1.52402 4.07213
H 0.35339 3.27821 4.22115
H 2.52823 -1.42067 -0.31129
H 5.10260 -2.88405 0.43216
H 3.77480 -3.44952 -0.56763
H 3.54594 -3.25108 1.17548
H 5.44261 -0.66725 -0.80667
H 4.03358 0.18128 -1.43915
H 4.39000 -1.46099 -1.98297
H 4.63643 2.39797 0.76441
H 6.18256 3.93254 -0.40317
H 5.62816 4.92752 -2.56174
H 3.87344 5.09789 -4.55388
H 1.73036 4.36877 -5.46475
H 0.25560 2.80517 -4.23779
O -5.74399 -1.91417 2.57801
C -5.47298 -3.28135 2.80668
N -4.12355 -3.47193 2.33721
C -3.65401 -4.69714 2.00756
O -4.32061 -5.70891 2.13046
C -2.25688 -4.75286 1.45795
C -1.60057 -5.97653 1.41354
C -0.32160 -6.02745 0.88596
C 0.24598 -4.85481 0.40445
N -0.38298 -3.68085 0.41655
C -1.60437 -3.64518 0.94115
H -6.59522 -1.69604 2.96862
H -6.13183 -3.94221 2.24004
H -5.55633 -3.52852 3.87068
H -3.53473 -2.65522 2.34109
H -2.10682 -6.85693 1.78689
H 0.22877 -6.95705 0.84121
H 1.24758 -4.85872 -0.01472
H -2.07920 -2.66946 0.92703
```



# 2
Computed, not measured: C61H68BGe2NO4PtS4 as an isolated structure, with ωB97M-V/def2-TZVPD.

Computed properties:
Max |F| = 3.1 eV Å⁻¹
HOMO-LUMO gap = 5.9 eV
Charge = -2
HOMO energy = -2.087 eV

```
142
C61H68BGe2NO4PtS4, DFT ωB97M-V/def2-TZVPD
Pt 0.00355 -0.11251 -0.42397
N -2.08239 -0.92151 -0.26917
C -2.82318 -1.29219 -1.44230
C -2.00246 -2.31635 -2.18134
C -0.84713 -1.59013 -2.91292
O -0.70228 -1.82797 -4.11832
O -0.14395 -0.79965 -2.19761
H -1.99762 -1.67964 0.40151
H -2.50688 -0.14590 0.23303
H -2.94753 -0.40151 -2.06171
H -3.82926 -1.67401 -1.21555
H -2.60989 -2.86871 -2.89810
H -1.55994 -3.03171 -1.48140
C 0.69871 -5.09583 3.99212
C -0.16343 -3.99446 4.54644
C -1.35642 -3.64052 3.93112
C -2.13528 -2.59055 4.40005
C -3.42703 -2.24426 3.71701
C -1.68720 -1.84835 5.50121
C -0.51010 -2.22117 6.15819
C -0.00461 -1.47708 7.36632
C 0.22965 -3.29273 5.67505
C -2.49749 -0.70821 6.01570
C -3.54898 -0.98946 6.88366
C -4.32710 0.03088 7.40319
C -4.05012 1.34104 7.05376
C -3.00179 1.64121 6.18367
C -2.20273 0.61489 5.66450
Ge -0.85843 0.98336 4.18537
S -1.93109 0.71720 2.37459
S 1.17730 -0.08635 4.36640
Ge 1.87116 1.84783 3.34170
S 1.79915 1.76252 1.18051
S 0.18152 3.02018 4.34382
C 3.64421 2.60147 3.97671
C 4.65330 1.76405 4.45548
C 5.89483 2.28581 4.81256
C 6.14835 3.64147 4.69679
C 5.16128 4.47633 4.20193
C 3.91801 3.96930 3.82834
C 2.94562 4.93260 3.23956
C 2.09483 5.68186 4.05447
C 2.12956 5.57977 5.55688
C 1.19598 6.56376 3.46428
C 1.13492 6.72558 2.09133
C 0.09543 7.61337 1.46195
C 2.05169 6.04225 1.30149
C 2.97021 5.16222 1.85535
C 3.97746 4.47652 0.97527
C 4.45644 0.29270 4.59120
C 4.65999 -0.54814 3.49533
C 5.03334 -0.00874 2.14116
C 4.52166 -1.92462 3.66389
C 4.19210 -2.47653 4.88875
C 4.04253 -3.96458 5.06316
C 4.01642 -1.62535 5.97469
C 4.14708 -0.25256 5.84472
C 3.95484 0.65029 7.03146
C -2.78876 3.08128 5.85917
C -1.91695 3.85188 6.63153
C -1.08652 3.22507 7.71879
C -1.78672 5.21071 6.36360
C -2.50078 5.81653 5.34409
C -2.37408 7.28972 5.06138
C -3.36457 5.03678 4.58451
C -3.53042 3.68224 4.83204
C -4.48314 2.86868 4.00471
H 0.17258 -5.64612 3.21299
H 1.00176 -5.79396 4.77469
H 1.60141 -4.66567 3.55468
H -1.68453 -4.19051 3.05500
H -3.70259 -3.01437 2.99551
H -3.31568 -1.29117 3.19205
H -4.23710 -2.12862 4.43834
H -0.74503 -0.77436 7.74109
H 0.89293 -0.92009 7.08972
H 0.25771 -2.17443 8.16500
H 1.14861 -3.56305 6.18568
H -3.74608 -2.02201 7.15088
H -5.14649 -0.19358 8.07638
H -4.64632 2.15554 7.45104
H 6.67186 1.61485 5.16233
H 7.11517 4.04553 4.97271
H 5.35142 5.53631 4.07503
H 2.93459 4.93054 5.89345
H 1.18430 5.17388 5.91982
H 2.26817 6.57087 5.99608
H 0.52036 7.12057 4.10500
H -0.30753 8.32241 2.18595
H -0.72866 7.00141 1.08924
H 0.50785 8.16946 0.61919
H 2.04845 6.18447 0.22644
H 4.04793 4.97890 0.01096
H 3.66279 3.44608 0.79926
H 4.96218 4.45457 1.44320
H 5.44016 0.99796 2.21058
H 4.15089 0.03009 1.49764
H 5.76961 -0.65905 1.66614
H 4.67234 -2.56828 2.80391
H 4.13979 -4.48155 4.10928
H 3.06373 -4.20012 5.48305
H 4.80126 -4.35478 5.74587
H 3.76118 -2.04272 6.94376
H 3.77763 0.07130 7.93769
H 3.09914 1.30901 6.86725
H 4.83189 1.28083 7.18409
H -1.56007 2.32833 8.11428
H -0.91671 3.93157 8.53283
H -0.11759 2.94034 7.30039
H -1.09777 5.79788 6.96280
H -1.64092 7.75651 5.71911
H -3.33507 7.78888 5.20534
H -2.06615 7.44905 4.02707
H -3.91986 5.49651 3.77334
H -5.08379 3.51055 3.36046
H -5.14523 2.27510 4.63666
H -3.92079 2.17363 3.37498
C 5.07078 1.85251 -6.49932
C 5.73292 2.40533 -5.22581
C 5.51626 3.92264 -5.14859
C 7.23951 2.15159 -5.34619
C 5.10372 1.69067 -4.02969
C 5.80654 0.75838 -3.27312
C 5.20508 0.01298 -2.25706
C 3.87020 0.22353 -2.00853
O 3.04071 -0.36296 -1.11696
B 1.78187 0.26326 -1.25631
O 1.89197 1.23772 -2.27061
C 3.15930 1.19223 -2.72956
C 3.75130 1.91585 -3.73910
H 5.48231 2.33102 -7.39219
H 3.99369 2.01131 -6.47687
H 5.25124 0.77890 -6.56366
H 5.99100 4.41215 -6.00260
H 5.95262 4.32313 -4.23280
H 4.45722 4.17543 -5.15733
H 7.63627 2.69559 -6.20604
H 7.44168 1.09151 -5.50099
H 7.76865 2.48601 -4.45298
H 6.85494 0.58485 -3.46980
H 5.77523 -0.70909 -1.68843
H 3.15769 2.63228 -4.29145
```



# 3
Computed, not measured: C61H74Cl2N3O10RbS as an isolated structure, with ωB97M-V/def2-TZVPD.

Computed properties:
Max |F| = 0.6 eV Å⁻¹
HOMO-LUMO gap = 4.6 eV
Charge = -2
HOMO energy = -1.766 eV

```
152
C61H74Cl2N3O10RbS, DFT ωB97M-V/def2-TZVPD
Rb -0.17510 -0.72057 0.02732
C 2.92564 -2.90536 1.60630
O 2.65036 -1.93320 0.62500
C 3.73851 -1.58847 -0.15603
C 4.04230 -2.33289 -1.29428
C 3.19659 -3.49495 -1.79195
C 2.61069 -3.17277 -3.14521
C 3.18702 -3.58896 -4.33421
C 2.72231 -3.16465 -5.58115
C 1.64633 -2.26656 -5.57463
C 1.03948 -1.82343 -4.41734
C -0.03040 -0.75808 -4.43473
C 0.56893 0.61220 -4.17515
C 1.44587 1.16230 -5.11029
C 2.10415 2.36194 -4.88714
C 1.88649 3.00722 -3.67058
C 1.03046 2.50487 -2.70387
C 0.93363 3.20096 -1.35145
C 2.22587 3.12876 -0.57235
C 3.22374 4.06478 -0.75922
C 4.49403 3.95876 -0.18087
C 4.73831 2.79820 0.55405
C 3.76966 1.82978 0.77347
C 4.11724 0.47541 1.33937
C 4.49355 -0.46562 0.20026
C 5.57900 -0.13277 -0.59330
C 5.91822 -0.84837 -1.73657
C 5.13627 -1.94372 -2.06486
C 7.05126 -0.33766 -2.62410
C 7.27825 -1.23277 -3.84206
C 6.67039 1.06532 -3.12529
C 8.35892 -0.25616 -1.82772
C 2.42134 2.03038 0.33627
O 1.46682 1.27359 0.70022
C 5.53170 5.05303 -0.41101
C 5.80681 5.22034 -1.91374
C 6.86056 4.74485 0.28054
C 5.01653 6.39191 0.14140
C 0.34665 1.31734 -2.99816
O -0.50077 0.78635 -2.05571
C -1.83872 1.25110 -2.06056
C 3.07693 2.96938 -5.89772
C 2.58053 4.36037 -6.31484
C 4.46454 3.09995 -5.25307
C 3.21978 2.11082 -7.15471
C 1.48370 -2.29407 -3.13672
O 0.93750 -1.93456 -2.05055
C 3.35350 -3.58136 -6.90816
C 3.89249 -2.34225 -7.64355
C 2.31281 -4.27226 -7.80199
C 4.52110 -4.54916 -6.71380
H 3.38100 -3.79967 1.16614
H 1.97198 -3.17588 2.05976
H 3.60354 -2.51166 2.37554
H 2.38826 -3.68168 -1.08454
H 3.82236 -4.39215 -1.85815
H 4.03460 -4.26750 -4.27231
H 1.26305 -1.88817 -6.52178
H -0.77865 -0.97682 -3.67309
H -0.52152 -0.74781 -5.41380
H 1.62650 0.59445 -6.01486
H 2.42777 3.91953 -3.44241
H 0.13728 2.75489 -0.75775
H 0.68118 4.25268 -1.52781
H 3.00369 4.91634 -1.40283
H 5.72612 2.61953 0.97283
H 3.26482 0.07140 1.88345
H 4.96746 0.56088 2.02555
H 6.13699 0.75957 -0.33556
H 5.33004 -2.50781 -2.96846
H 6.38026 -1.29806 -4.46042
H 7.56372 -2.24680 -3.54915
H 8.08163 -0.81768 -4.45709
H 5.73443 1.02279 -3.68461
H 7.45259 1.46865 -3.77735
H 6.51595 1.75866 -2.29593
H 8.65509 -1.24509 -1.46884
H 8.25398 0.39833 -0.96105
H 9.16438 0.13984 -2.45457
H 6.18914 4.29267 -2.34478
H 6.53879 6.01679 -2.09259
H 4.88923 5.47781 -2.44816
H 7.31983 3.83594 -0.11880
H 6.72687 4.61057 1.35606
H 7.56086 5.57022 0.12095
H 4.07919 6.67943 -0.33804
H 5.74673 7.19196 -0.02951
H 4.82824 6.31462 1.21442
H -2.34979 0.92894 -2.97439
H -1.86418 2.34361 -1.99066
H -2.33872 0.81485 -1.19285
H 2.48567 5.01785 -5.44896
H 1.59984 4.29159 -6.79207
H 3.27780 4.82336 -7.02069
H 4.44058 3.74500 -4.37372
H 5.18023 3.52118 -5.96659
H 4.82941 2.12431 -4.92956
H 2.26758 2.00070 -7.67957
H 3.59284 1.11265 -6.91523
H 3.92913 2.58230 -7.84060
H 3.09550 -1.62194 -7.83623
H 4.34253 -2.61963 -8.60432
H 4.64932 -1.84084 -7.03571
H 1.46357 -3.61418 -7.99285
H 1.93088 -5.17279 -7.31600
H 2.74960 -4.55432 -8.76738
H 5.31229 -4.10021 -6.10868
H 4.94851 -4.81630 -7.68500
H 4.19853 -5.46892 -6.21956
Cl -5.62639 -3.30001 5.01905
C -4.71945 -2.26867 3.93287
C -4.09440 -1.12609 4.44965
C -3.37002 -0.31784 3.62049
Cl -2.63177 1.11057 4.28725
C -3.17675 -0.55651 2.19376
O -2.47558 0.18571 1.48829
C -3.88119 -1.73660 1.72674
C -3.84100 -2.17328 0.33807
O -3.25595 -1.68105 -0.60373
C -4.61709 -2.55400 2.59623
H -4.19444 -0.87326 5.49805
H -4.45373 -3.09219 0.17213
H -5.10618 -3.43672 2.19714
C -2.98916 -3.51882 10.08169
C -2.39928 -3.66803 8.68944
S -0.88529 -2.73960 8.56913
O 0.08995 -3.36141 9.43399
O -1.19165 -1.34068 8.74887
C -0.35596 -2.97752 6.88766
C -1.24603 -2.25015 5.88649
N -1.05705 -2.75098 4.53402
C -0.45188 -2.08089 3.51394
N -0.64372 -2.68477 2.35267
C -1.37933 -3.78884 2.60507
C -1.65467 -3.85136 3.94262
N -2.41875 -4.81861 4.62003
O -2.47435 -4.77291 5.84758
O -2.95288 -5.68338 3.95053
C 0.36011 -0.85135 3.70622
H -3.91631 -4.08910 10.13579
H -3.21352 -2.47542 10.30036
H -2.30528 -3.89772 10.84049
H -3.07800 -3.30163 7.91795
H -2.15330 -4.70331 8.45094
H -0.33860 -4.04967 6.69915
H 0.67029 -2.60521 6.86865
H -1.03172 -1.18576 5.87830
H -2.29922 -2.36175 6.13750
H -1.70022 -4.47209 1.83632
H 1.31076 -1.09758 4.18721
H -0.15571 -0.10679 4.31062
H 0.57186 -0.38085 2.74877
```